Density functional theory data (ωB97M-V with the def2-TZVPD basis set) for a molecular structure, C54H36F5OP2PtS at a distorted geometry.

Computed properties:
- energy above the lowest of the compared OMol25 structures with the same formula, charge and spin (kJ/mol) = 130.7
- lowest unoccupied orbital energy (eV) = -2.983
- DFT total energy (eV) = -104872.7319
- frontier orbital gap (eV) = 7.75
- net charge = +1

Last column: Mulliken charge in e.
Geometry (Å):
1 Pt 0.786 0.659 0.604  2.808
2 O -2.029 2.291 0.851  -0.817
3 S -0.567 2.538 0.733  1.478
4 C 0.028 3.140 2.306  -0.431
5 C 0.720 4.328 2.388  0.084
6 C 1.070 4.918 3.622  -1.382
7 C 0.665 4.304 4.770  0.427
8 C 0.801 4.698 6.222  -0.898
9 C 0.043 3.590 7.009  -0.743
10 C -0.466 2.641 5.948  0.359
11 C -1.269 1.539 6.013  -1.464
12 C -1.448 0.781 4.834  0.008
13 C -0.891 1.121 3.619  0.398
14 P -0.725 -0.117 2.309  0.251
15 C -0.003 -1.629 3.071  0.882
16 C 0.772 -2.423 2.234  -0.274
17 C 1.353 -3.600 2.684  -0.920
18 C 1.140 -4.020 3.986  -0.831
19 C 0.339 -3.258 4.826  -0.841
20 C -0.226 -2.076 4.376  -0.572
21 C -2.407 -0.664 1.908  0.601
22 C -3.509 0.146 2.172  -0.434
23 C -4.788 -0.337 1.942  -0.845
24 C -4.971 -1.613 1.427  -0.538
25 C -3.873 -2.404 1.117  -0.769
26 C -2.591 -1.931 1.354  -0.612
27 C -0.282 2.399 3.490  -1.680
28 C -0.026 3.080 4.684  0.731
29 C -0.331 3.970 -0.247  0.043
30 C -1.265 4.951 0.005  -0.445
31 C -1.134 6.257 -0.499  -1.458
32 C -0.025 6.546 -1.241  0.459
33 C 0.439 7.846 -1.858  -0.787
34 C 1.755 7.485 -2.601  -0.817
35 C 1.937 6.005 -2.363  -0.387
36 C 2.887 5.130 -2.797  -1.084
37 C 2.777 3.780 -2.402  -0.120
38 C 1.797 3.298 -1.555  0.017
39 P 1.730 1.504 -1.325  0.976
40 C 3.459 0.966 -1.481  0.770
41 C 3.738 -0.277 -2.039  -0.990
42 C 5.033 -0.779 -2.018  -0.854
43 C 6.051 -0.049 -1.426  -0.698
44 C 5.772 1.182 -0.840  -0.827
45 C 4.483 1.686 -0.864  -0.846
46 C 0.840 0.977 -2.796  0.730
47 C 1.478 0.826 -4.026  -0.327
48 C 0.730 0.509 -5.148  -0.861
49 C -0.647 0.344 -5.049  -0.608
50 C -1.283 0.487 -3.825  -0.955
51 C -0.540 0.801 -2.695  -0.193
52 C 0.794 4.197 -1.090  -0.764
53 C 0.897 5.525 -1.544  1.496
54 H 0.986 4.854 1.483  0.682
55 H 1.604 5.860 3.632  0.496
56 H 0.386 5.689 6.405  0.317
57 H 1.854 4.738 6.503  0.295
58 H -0.771 3.994 7.610  0.338
59 H 0.711 3.065 7.692  0.292
60 H -1.728 1.214 6.938  0.455
61 H -2.049 -0.117 4.894  0.934
62 H 0.914 -2.133 1.208  0.689
63 H 1.977 -4.177 2.013  0.491
64 H 1.589 -4.937 4.346  0.400
65 H 0.151 -3.584 5.840  0.452
66 H -0.820 -1.507 5.073  0.275
67 H -3.365 1.148 2.550  0.363
68 H -5.644 0.286 2.166  0.428
69 H -5.972 -1.994 1.269  0.415
70 H -4.012 -3.392 0.698  0.458
71 H -1.738 -2.556 1.121  0.345
72 H -2.113 4.696 0.630  0.624
73 H -1.884 7.002 -0.269  0.456
74 H 0.603 8.597 -1.085  0.323
75 H -0.315 8.246 -2.536  0.352
76 H 2.606 8.042 -2.210  0.304
77 H 1.694 7.708 -3.667  0.315
78 H 3.700 5.434 -3.444  0.511
79 H 3.514 3.089 -2.790  0.582
80 H 2.946 -0.866 -2.485  0.448
81 H 5.239 -1.748 -2.452  0.451
82 H 7.061 -0.439 -1.414  0.436
83 H 6.560 1.744 -0.355  0.439
84 H 4.274 2.641 -0.396  0.513
85 H 2.550 0.952 -4.111  0.393
86 H 1.224 0.390 -6.104  0.436
87 H -1.224 0.100 -5.931  0.406
88 H -2.353 0.352 -3.746  0.497
89 H -1.036 0.907 -1.736  0.192
90 F 2.707 -1.981 -0.033  -0.555
91 C 3.252 -1.173 0.905  1.620
92 C 2.633 0.014 1.255  -1.370
93 C 3.313 0.788 2.170  0.143
94 F 2.833 1.997 2.538  -0.228
95 C 4.515 0.405 2.738  0.380
96 F 5.135 1.198 3.615  -0.343
97 C 5.084 -0.801 2.381  0.727
98 F 6.244 -1.181 2.913  -0.349
99 C 4.448 -1.599 1.448  0.138
100 F 4.995 -2.759 1.082  -0.411